No. 1
Density functional theory data (ωB97M-V with the def2-TZVPD basis set) for C2H3N3O2S in the gas phase.

Geometry as XYZ:
```
11
Properties=species:S:1:pos:R:3:forces:R:3
O 1.4211 1.7386 0.0286 -0.81 -1.43 -0.16
C 0.6746 0.7576 -0.0491 0.64 1.51 0.13
N -0.7170 0.7429 -0.0361 -1.71 1.45 0.98
C -1.0865 -0.5854 -0.0043 -1.63 0.54 0.15
O -2.3868 -0.9689 0.0756 0.93 -0.61 0.16
N -0.1017 -1.3924 -0.0656 -0.62 -0.75 -0.22
N 0.9786 -0.5708 -0.1701 0.32 1.32 0.10
S 2.5559 -1.1167 0.0702 0.80 -0.51 0.04
H -1.3229 1.5437 0.3564 1.68 -1.84 -1.08
H -3.0339 -0.2753 -0.0654 0.29 0.35 -0.12
H 3.0186 0.1267 -0.1403 0.11 -0.02 0.02
```
Positions in Å, forces in eV/Å.

Values from the calculation:
2S+1 = 1
energy relative to the best compared isomer or geometry (same formula, charge and spin) = 33.1 kJ/mol
SMILES string = O=c1[nH]c(O)nn1S

No. 2
Density functional theory data (ωB97M-V with the def2-TZVPD basis set) for a gas-phase ion, CHClNO2S (charge +1).

Geometry as XYZ:
```
7
Properties=species:S:1:pos:R:3:forces:R:3
O -0.0225 1.1342 -3.3949 1.90 0.29 -0.95
S -1.1237 0.6236 -2.7431 -2.64 0.85 2.87
O -2.3281 0.1505 -3.3030 0.54 -0.15 0.49
N -1.2365 1.3291 -1.1804 0.44 0.10 -1.96
C -1.1550 0.7935 -0.0376 -0.51 -2.62 -1.18
Cl -1.1608 -0.8760 0.2534 0.30 0.13 -0.10
H -1.1916 1.3263 0.8673 -0.03 1.41 0.82
```
Positions in Å, forces in eV/Å.

Values from the calculation:
2S+1 = 1
energy relative to the best compared isomer or geometry (same formula, charge and spin) = 169.9 kJ/mol
net charge = +1
SMILES string = O=S(=O)=[N+]=CCl

No. 3
Density functional theory data (ωB97M-V with the def2-TZVPD basis set) for a molecular structure, C20H25NOP2Pd.

Geometry as XYZ:
```
50
Properties=species:S:1:pos:R:3:forces:R:3
C -1.7046 2.9655 -2.0856 -0.07 -0.25 0.32
C -1.3638 1.8025 -1.4029 0.07 0.05 0.11
C 0.0102 1.4380 -1.3109 0.09 0.08 0.42
C 0.9906 2.3257 -1.7899 0.06 0.50 -0.33
C 0.6246 3.5206 -2.4172 0.11 -0.38 0.11
C -0.7232 3.8277 -2.5930 0.22 -0.13 -0.05
C 2.4122 1.9831 -1.4656 -0.05 0.13 0.07
C 2.6546 0.5097 -1.5357 0.55 0.02 -0.17
C 1.6200 -0.3181 -1.0644 -0.09 0.11 0.20
C 1.8543 -1.7206 -0.9554 0.09 0.12 0.18
C 3.0617 -2.2426 -1.4084 -0.39 0.04 0.29
C 4.0772 -1.4072 -1.8897 -0.05 0.10 -0.02
C 3.8830 -0.0299 -1.9230 -0.34 0.10 0.02
H -2.7599 3.2113 -2.2135 0.29 -0.03 0.04
H 1.4132 4.1868 -2.7739 -0.33 -0.13 0.10
H -1.0151 4.7353 -3.1210 0.07 -0.25 0.16
H 3.0983 2.5287 -2.1132 0.06 0.05 0.22
H 3.2075 -3.3231 -1.3797 0.03 0.28 -0.03
H 5.0151 -1.8404 -2.2313 -0.20 0.11 0.08
H 4.6704 0.6439 -2.2646 -0.19 -0.26 0.09
N 0.4118 0.2630 -0.6767 0.29 -0.14 -0.73
Pd -0.0476 0.2639 1.4687 0.52 1.20 -1.37
C -2.4186 0.9399 -0.7532 0.23 -0.21 -0.21
H -2.3536 -0.0973 -1.1067 -0.09 0.14 -0.01
H -3.4193 1.3261 -0.9771 0.08 -0.11 0.03
C 0.7822 -2.6248 -0.3903 0.03 0.27 -0.42
H -0.1693 -2.4803 -0.9191 0.16 -0.08 0.09
H 1.0825 -3.6741 -0.4924 -0.11 0.10 -0.02
P -2.2402 0.8896 1.0723 -2.10 0.63 -1.32
P 0.4489 -2.3699 1.3712 -0.11 -0.66 -0.31
C 1.5739 -3.4056 2.3236 0.14 0.15 0.31
H 1.3324 -3.2982 3.3892 0.10 -0.12 -0.19
H 1.4726 -4.4557 2.0184 -0.09 0.26 0.07
H 2.6059 -3.0730 2.1626 -0.19 -0.07 0.01
C -1.2249 -2.9468 1.6648 -0.53 -0.41 0.23
H -1.2135 -4.0457 1.6769 -0.04 0.10 -0.01
H -1.6022 -2.5878 2.6289 0.12 -0.14 -0.19
H -1.8959 -2.6151 0.8618 0.28 0.00 0.20
C -2.6537 2.5701 1.5947 0.32 0.23 0.41
H -3.6028 2.8920 1.1446 0.16 -0.19 0.05
H -2.7452 2.5850 2.6877 0.02 0.13 -0.20
H -1.8554 3.2567 1.2914 -0.18 -0.07 0.09
C -3.6340 -0.1247 1.6250 0.14 -0.30 0.25
H -3.5780 -0.2643 2.7110 -0.08 -0.02 -0.17
H -4.5797 0.3799 1.3836 0.27 -0.04 0.01
H -3.6189 -1.1053 1.1347 -0.02 0.23 0.13
H 2.5741 2.2867 -0.4002 0.14 0.01 -0.64
H 1.0596 -1.0424 1.7834 0.77 -0.59 -0.02
O -0.9325 -0.2258 4.3701 0.40 0.83 -1.17
C -0.5848 -0.0132 3.2899 -0.55 -1.38 3.27
```
Positions in Å, forces in eV/Å.

Values from the calculation:
2S+1 = 5
energy relative to the best compared isomer or geometry (same formula, charge and spin) = 0.0 kJ/mol
net charge = +2

No. 4
Density functional theory data (ωB97M-V with the def2-TZVPD basis set) for a molecular structure, C35H58LaOP2.

Geometry as XYZ:
```
97
Properties=species:S:1:pos:R:3:forces:R:3
La -1.3200 1.9815 0.6346 3.27 -3.31 3.26
C 0.4654 -1.6893 0.0090 0.21 0.98 0.93
C 1.6237 -1.0428 0.5132 -0.74 -0.43 -0.43
C -0.1254 -0.5317 1.9122 0.04 1.20 -0.52
C -0.6252 -1.3651 0.8542 0.30 0.73 -0.51
C 1.2724 -0.3316 1.6776 -0.50 -0.10 -0.51
C 0.3853 -2.6175 -1.1332 -0.11 -0.58 -0.77
H 0.0458 -2.1082 -2.0505 0.15 -0.33 0.24
H -0.3283 -3.4364 -0.9381 0.34 0.24 -0.08
H 1.3617 -3.0733 -1.3493 -0.28 0.11 -0.01
C -1.9574 -2.0103 0.7436 -0.74 -0.30 -0.08
H -2.0661 -2.5168 -0.2242 0.09 0.02 0.27
H -2.7839 -1.2885 0.7848 0.13 -0.29 0.20
H -2.1174 -2.7665 1.5343 -0.02 0.24 -0.29
C -0.7925 -0.1941 3.2075 0.01 0.06 0.70
H -1.2358 -1.1024 3.6512 0.08 0.44 -0.01
H -1.6049 0.5676 3.1591 0.38 -0.53 0.16
H -0.0459 0.1728 3.9281 -0.27 -0.14 -0.16
C 2.2338 0.3683 2.5674 0.45 0.33 0.37
H 3.1986 -0.1639 2.6439 -0.38 0.21 -0.09
H 1.8459 0.4694 3.5849 0.10 -0.04 -0.07
H 2.4551 1.3917 2.2278 0.18 -0.10 0.05
C 2.9786 -1.1588 -0.0848 0.51 0.19 -0.16
H 3.7442 -1.0970 0.6964 0.04 -0.14 -0.15
H 3.1896 -0.3498 -0.8011 -0.02 -0.38 0.24
H 3.1055 -2.0974 -0.6377 0.01 0.13 0.24
C 0.8801 -0.0102 -3.4859 1.44 -1.07 -1.86
C 2.1154 -0.3845 -3.8842 -0.85 0.29 -0.10
C 3.2534 0.5443 -4.2814 0.48 -0.24 -0.44
C 3.3794 1.8837 -3.5353 0.48 0.50 -0.91
C 3.3680 1.7909 -2.0608 -1.29 0.31 0.51
C 2.2038 1.7772 -1.3892 1.06 -0.11 0.81
C 0.7967 1.8492 -1.8737 -1.08 -0.17 -0.12
C 0.4410 1.3804 -3.3104 -0.66 0.76 0.78
H 3.1623 0.8211 -5.3694 -0.03 -0.52 0.81
H 2.6063 2.5925 -3.8379 0.03 -0.36 -0.06
H 4.2182 -0.0131 -4.1989 -0.68 0.39 -0.01
H 0.7485 2.0818 -4.1051 0.02 -0.39 0.53
H 0.0784 -0.7379 -3.5529 0.24 -0.23 0.55
H 2.2875 -1.4535 -4.0625 -0.04 0.43 0.08
H -0.6547 1.3679 -3.3267 -0.01 0.23 -0.21
H 0.1531 1.1292 -1.2200 1.00 0.69 -0.65
H 2.2291 1.7007 -0.2962 0.27 -0.06 -0.22
H 0.4707 2.9259 -1.7948 -0.14 -1.17 0.25
H 4.3054 2.3718 -3.8789 -0.10 -0.26 0.14
H 4.3292 1.7816 -1.5509 -0.29 -0.19 0.20
P 0.6674 4.6976 -3.2541 0.39 1.76 -1.19
C -0.3984 5.6470 -4.4393 -0.38 -0.47 -0.53
C 2.3159 5.2599 -3.9497 -0.02 -0.30 -0.10
P 0.5276 4.9474 -0.1713 1.38 2.43 -0.55
C 0.5628 5.8621 -1.8325 -0.44 -0.32 0.03
C 2.3760 4.8404 0.0730 0.11 -0.79 0.25
C 0.3630 6.5671 0.7138 -0.57 -0.16 0.64
H -1.2578 6.1050 -3.9403 0.10 -0.14 0.00
H -0.7942 4.9253 -5.1662 0.00 0.26 0.03
H 0.1290 6.4220 -5.0083 -0.01 -0.13 0.30
H 2.2398 6.2294 -4.4723 -0.04 -0.37 0.36
H 2.6486 4.5052 -4.6742 0.07 0.31 0.12
H 3.0730 5.3323 -3.1571 -0.16 -0.14 -0.21
H 0.6804 7.4072 0.0801 -0.03 -0.39 0.22
H 0.9777 6.5522 1.6203 -0.36 0.09 -0.04
H -0.6899 6.7014 0.9743 0.13 0.29 0.15
H -0.3799 6.4407 -1.9246 0.47 -0.34 0.17
H 1.4134 6.5823 -1.8776 -0.62 -0.50 0.44
H 2.6253 5.3347 1.0247 -0.06 -0.27 -0.34
H 2.9554 5.3191 -0.7326 -0.40 -0.17 0.26
H 2.6712 3.7862 0.1307 0.20 0.38 -0.01
C -5.1919 3.6020 0.0529 -0.15 0.27 -0.27
C -4.8788 2.1289 -0.2553 0.31 0.60 -0.64
C -3.3877 2.1317 -0.7633 -1.81 0.60 -0.56
C -5.3082 1.2486 0.8876 0.31 -0.32 0.79
C -6.6797 1.1814 1.1753 0.09 -0.35 0.06
C -7.1431 0.3605 2.2041 -0.14 0.28 0.02
C -6.2459 -0.4292 2.9168 0.00 0.07 -0.31
C -4.8696 -0.3842 2.6567 0.05 0.16 -0.42
C -4.0051 -1.4276 3.3363 0.13 0.07 0.28
C -3.9660 -1.2279 4.8495 0.25 0.26 0.18
C -4.5036 -2.8582 3.0806 -0.10 -0.11 -0.36
C -4.3779 0.5735 1.7106 -0.43 0.27 0.06
O -3.0504 0.9527 1.5877 -0.48 0.03 -0.10
H -4.5483 3.9950 0.8638 -0.24 -0.26 -0.21
H -6.2342 3.7263 0.3692 0.32 0.03 -0.12
H -5.0183 4.2090 -0.8492 -0.12 0.02 0.28
H -5.4678 1.8196 -1.1293 -0.01 0.14 0.18
H -2.9387 3.0811 -0.2276 -1.10 -1.47 -1.34
H -2.9208 1.0898 -0.7201 -0.50 1.11 0.06
H -3.3512 2.4030 -1.8204 -0.19 0.16 -0.02
H -7.3921 1.7903 0.6045 0.31 -0.36 0.13
H -8.2088 0.3339 2.4565 0.44 0.03 -0.19
H -6.6373 -1.1139 3.6900 0.35 0.42 -0.55
H -2.9997 -1.3178 2.9325 -0.22 -0.12 0.13
H -4.9845 -1.2111 5.2634 0.32 -0.05 -0.03
H -3.4022 -2.0462 5.3174 -0.17 0.21 -0.01
H -3.4723 -0.2827 5.1055 -0.13 -0.11 0.06
H -4.5608 -3.0964 2.0096 -0.02 0.10 0.22
H -3.8314 -3.5927 3.5503 -0.16 0.27 -0.10
H -5.5064 -2.9994 3.5110 0.30 -0.02 -0.12
```
Positions in Å, forces in eV/Å.

Values from the calculation:
2S+1 = 1
energy relative to the best compared isomer or geometry (same formula, charge and spin) = 249.4 kJ/mol
net charge = +1

No. 5
Density functional theory data (ωB97M-V with the def2-TZVPD basis set) for 6 unconnected molecules or ions with the total composition C26H52FN2O23PS7.

Geometry as XYZ:
```
112
Properties=species:S:1:pos:R:3:forces:R:3
C 5.4964 0.1394 1.0421 -0.16 -0.18 0.65
C 5.2709 -0.0677 2.5786 -0.77 0.80 0.53
C 5.3142 1.3559 3.2468 0.80 -0.53 -0.30
C 3.9255 -0.7837 2.9042 0.79 0.65 -0.77
N 3.8754 -2.0547 2.1611 -0.92 -0.29 0.87
C 2.7168 -2.8302 2.6429 -0.20 -0.30 -0.52
C 1.3920 -2.2273 2.0461 2.31 -0.91 1.29
F 0.8412 -1.4325 3.0780 -0.37 -0.25 -0.85
O 0.5844 -3.2920 1.7206 -0.56 1.14 -0.22
C -0.6161 -2.9446 1.0074 -1.41 -1.68 -0.45
C -0.4409 -2.1422 -0.3238 0.23 0.14 0.24
C -0.6969 -0.6093 -0.3460 0.67 0.93 -0.96
C 0.6036 0.2956 -0.4826 -1.22 -0.01 -0.14
S 0.9961 1.1732 1.0815 0.05 0.00 0.62
C -0.4413 2.1378 1.5438 -0.48 -0.39 -1.11
S -1.6224 2.5093 0.4583 0.71 0.07 0.21
N -0.4434 2.5145 2.9104 -0.26 -0.03 -1.31
C -0.9335 3.8768 3.1508 -0.18 1.02 1.78
C -2.3468 3.9237 3.8488 0.81 0.17 -0.68
O -3.1499 2.8875 3.2998 2.58 -1.62 2.97
C -2.6455 1.6993 3.9233 -0.16 -0.23 0.47
C -1.0913 1.5148 3.7646 -0.03 -0.77 1.08
P -1.9781 -2.2644 2.1494 -0.04 2.52 -0.05
C -1.9021 -3.1218 3.8080 0.42 -0.77 -0.60
O -3.4072 -2.6548 1.3162 1.91 -2.31 2.70
H 4.9693 -0.6061 0.4174 0.42 0.24 0.39
H 5.0912 1.1372 0.7731 0.41 -0.54 -0.03
H 6.5889 0.0943 0.8652 -0.62 0.22 -0.26
H 6.0773 -0.6518 3.0715 -0.24 0.12 -0.59
H 6.1739 1.8814 2.7735 -0.57 -0.08 0.39
H 5.5398 1.2984 4.3303 -0.40 0.07 -0.49
H 4.3978 1.9439 3.0496 0.39 -0.36 0.15
H 3.7752 -0.9069 4.0042 0.22 -0.01 -0.52
H 3.0987 -0.1341 2.5446 0.35 -0.39 0.21
H 4.7270 -2.5935 2.3088 -0.16 0.20 0.08
H 2.6698 -2.8487 3.7543 -0.24 0.10 -0.48
H 2.7655 -3.8832 2.3024 0.14 0.59 0.01
H 1.7227 -1.6017 1.1958 -0.83 0.07 0.32
H -1.0335 -3.9318 0.6880 0.54 0.48 0.23
H -1.1158 -2.6049 -1.0758 0.29 0.19 0.61
H 0.5866 -2.3525 -0.6973 -0.61 0.03 0.24
H -1.2787 -0.1801 0.4842 0.03 -0.72 -0.29
H -1.2734 -0.3825 -1.2709 0.15 -0.20 0.67
H 0.4316 1.0823 -1.2449 0.04 -0.48 0.37
H 1.4706 -0.3127 -0.8182 -0.21 0.57 0.59
H -0.2290 4.3613 3.8739 -0.29 -0.28 -0.49
H -0.9476 4.5247 2.2612 0.04 -0.76 0.11
H -2.2559 3.7896 4.9496 0.02 0.06 -0.47
H -2.7639 4.9361 3.6751 -0.17 -0.73 -0.11
H -3.2129 0.8157 3.5697 0.36 0.63 -0.29
H -2.8493 1.7628 5.0232 0.07 -0.04 -0.58
H -0.8926 0.4789 3.4171 0.07 0.75 -0.12
H -0.6424 1.5770 4.7828 -0.14 0.08 -0.64
H -1.5107 -2.3737 4.5242 -0.47 -0.34 -0.42
H -2.9213 -3.4638 4.0863 0.65 0.19 0.01
H -1.1780 -3.9619 3.8095 -0.57 0.20 0.04
H -3.9558 -3.1839 1.9223 0.07 0.02 -0.41
O 5.0623 2.5194 -1.7489 0.25 0.10 -0.08
S 4.4584 3.5566 -2.5051 -0.60 0.11 0.21
O 5.0979 4.1565 -3.6189 0.13 -0.20 -0.03
O 3.9914 4.7148 -1.4866 0.03 -0.53 -0.10
C 2.5823 4.9326 -1.6122 -0.32 0.32 -0.32
C 2.0174 3.5991 -2.0528 -0.22 -0.19 0.53
O 2.9920 3.0723 -2.9613 0.38 0.47 -0.11
H 2.4225 5.7022 -2.3713 -0.03 -0.02 0.02
H 2.1627 5.2660 -0.6652 0.23 -0.07 0.07
H 1.0506 3.6974 -2.5417 0.15 -0.07 -0.20
H 1.9294 2.9097 -1.2112 -0.05 0.03 0.08
O 2.3068 -3.6130 -1.8512 -0.21 0.29 -0.16
S 3.4640 -2.8275 -2.0977 0.87 -0.46 0.08
O 3.4491 -1.4090 -2.0698 -0.38 -0.02 0.12
O 4.1052 -3.3067 -3.4954 -0.33 -0.14 0.44
C 5.4533 -3.7407 -3.2873 0.58 0.24 -0.01
C 5.4840 -4.2473 -1.8603 -0.10 -0.56 -0.14
O 4.6432 -3.3445 -1.1350 -0.13 0.45 -0.41
H 6.1129 -2.8798 -3.4175 0.00 -0.04 0.01
H 5.7200 -4.5121 -4.0066 -0.26 0.04 -0.06
H 6.4881 -4.2556 -1.4427 -0.11 0.22 0.15
H 5.0510 -5.2481 -1.7849 0.06 0.00 -0.03
O -0.1975 -0.7336 -8.1955 -0.05 -0.17 -0.21
S 0.5999 -1.7602 -7.6288 0.09 0.09 0.67
O 1.2083 -2.7720 -8.4137 0.00 0.14 -0.18
O -0.2471 -2.4576 -6.4440 0.21 0.53 -0.34
C 0.4760 -2.3544 -5.2144 0.37 -0.40 0.35
C 1.3059 -1.0976 -5.3447 -0.30 0.45 0.39
O 1.7376 -1.0792 -6.7081 -0.24 -0.64 -0.27
H 1.1101 -3.2392 -5.1170 0.00 0.03 0.05
H -0.2120 -2.3082 -4.3723 -0.15 0.00 -0.18
H 2.1610 -1.0913 -4.6699 0.10 0.00 -0.25
H 0.6998 -0.2049 -5.1698 0.01 -0.03 0.07
O -4.4527 3.7410 2.0159 -2.18 1.20 -2.22
S -5.6169 3.3988 1.2865 0.03 0.53 0.03
O -5.7747 2.1426 0.6490 0.05 -0.06 0.15
O -5.9126 4.5710 0.2067 -0.05 -0.04 0.41
C -7.2125 5.1171 0.4275 -0.43 -0.16 -0.19
C -7.4733 4.9318 1.9100 0.21 0.44 0.14
O -6.9086 3.6582 2.2246 -0.04 -0.18 -0.52
H -7.9283 4.5505 -0.1737 -0.04 0.05 0.04
H -7.2395 6.1638 0.1305 0.22 -0.05 -0.03
H -8.5340 4.9500 2.1511 0.05 -0.25 0.05
H -6.9530 5.6894 2.5022 -0.05 0.05 -0.05
O -4.0424 -0.4399 -2.3898 0.21 -0.15 0.06
S -4.6342 -1.3581 -1.4807 -0.34 0.17 0.10
O -4.3209 -1.3782 -0.0984 -0.97 1.51 -1.80
O -4.4376 -2.8472 -2.0782 -0.15 0.42 -0.19
C -5.7099 -3.4718 -2.2548 -0.29 -0.27 0.30
C -6.6764 -2.3322 -2.5104 0.04 0.03 -0.54
O -6.2400 -1.2824 -1.6460 0.33 -0.38 0.24
H -5.9596 -4.0048 -1.3338 -0.04 0.00 -0.03
H -5.6748 -4.1774 -3.0826 0.22 0.10 -0.01
H -7.7073 -2.6036 -2.2933 0.05 0.16 0.19
H -6.6041 -1.9754 -3.5413 -0.03 -0.08 -0.01
```
Positions in Å, forces in eV/Å.

Values from the calculation:
2S+1 = 1
SMILES string = CC(C)CNC[C@H](F)O[C@H](CCCSC(=S)N1CCOCC1)P(C)O.O=S1(=O)OCCO1.O=S1(=O)OCCO1.O=S1(=O)OCCO1.O=S1(=O)OCCO1.O=S1(=O)OCCO1

Number 1: DFT total energy -21522.172 eV, maximum force 2.72 eV/Å. Number 2: DFT total energy -29984.313 eV, maximum force 4.00 eV/Å. Number 3: DFT total energy -46721.787 eV, maximum force 3.59 eV/Å. Number 4: DFT total energy -58711.108 eV, maximum force 5.69 eV/Å. Number 5: DFT total energy -165722.306 eV, maximum force 4.25 eV/Å.